*1*
Density functional theory data (wB97M-V/def2-TZVPD) for a structure of composition C36H35InN5O9S2Se.

Calculated values
HOMO   -5.3 eV
Frontier orbital gap   0.232 hartree

ORCA input file:
```
! RIJCOSX wB97M-V def2-TZVPD def2/J DEFGRID3
* xyz -1 1
C 3.208 0.953 1.327
N -3.165 -3.889 -6.067
C -0.065 -2.736 -2.132
C -1.907 2.019 -1.332
S 1.994 1.073 3.663
C -2.001 -4.418 -5.728
C 1.483 0.790 -1.824
O -0.941 -3.639 3.404
C -1.481 -2.857 -2.354
H -1.540 -5.079 -6.456
C 3.699 -2.327 4.961
C -2.036 2.104 -2.833
H -3.483 -0.334 2.100
H -2.460 -1.205 0.355
C 2.986 1.004 -0.088
H 5.218 -2.571 6.455
H 5.418 -0.152 6.911
C -2.316 -2.418 -1.394
N -0.532 -1.175 -0.374
C 3.752 1.305 -2.349
C -3.871 0.547 1.584
H 3.996 1.463 5.655
C 4.053 1.269 -0.969
N 1.725 0.762 -0.534
C -1.936 2.069 2.970
H 6.168 1.682 -1.120
O 0.858 -2.206 1.912
H 2.204 -1.784 3.515
C 4.600 -1.866 5.912
O -6.011 -3.198 -6.407
O -1.545 -3.023 0.856
S -5.272 -2.226 -5.628
H -1.061 2.492 3.449
H -4.385 -0.278 -0.817
C -2.038 -3.310 -3.653
C 0.071 3.679 1.456
H 0.666 -3.203 -2.776
C -1.365 -4.153 -4.523
H 4.545 1.511 -3.058
O 0.617 0.778 3.988
H -1.643 3.038 -3.223
C 0.345 -1.881 -1.171
H -4.722 0.248 0.981
C -0.905 2.719 -0.666
H -3.075 2.031 -3.147
C -1.794 1.944 1.469
C 0.063 3.578 -1.442
H -0.335 4.589 -1.576
H -0.411 4.088 2.340
C 4.714 -0.508 6.170
C -3.867 0.469 -1.408
C -1.753 -1.832 -0.173
H -3.387 -2.450 -1.537
H -2.111 1.100 3.434
H 0.467 0.569 -2.127
O -5.878 -1.864 -4.361
C -2.836 1.242 -0.622
H -1.517 1.281 -3.335
O -4.736 -1.105 -6.386
H 1.011 3.245 1.783
N -3.225 -2.798 -3.971
C -3.733 -3.089 -5.160
C 3.027 -0.077 4.533
C -2.797 1.224 0.768
N 2.079 0.703 2.096
H -4.245 1.219 2.355
H 0.315 4.519 0.812
Se -0.716 -2.551 2.274
H -0.406 -4.593 -4.284
H -2.797 2.705 3.196
O -1.262 -0.993 2.523
C 5.542 1.420 0.906
O 2.513 2.385 3.944
H 0.257 3.180 -2.437
H 2.214 1.086 -3.825
C -0.841 2.702 0.746
H 4.684 1.125 2.858
C 3.925 0.398 5.476
H 1.024 3.662 -0.938
H -3.416 -0.062 -2.246
C 4.482 1.156 1.798
H -4.625 1.138 -1.825
H 6.532 1.575 1.314
In 0.245 -0.033 1.258
C 2.475 1.073 -2.777
H 1.403 -1.692 -1.030
H 3.611 -3.387 4.760
C 2.904 -1.433 4.261
C 5.348 1.482 -0.444
*
```

Taken from the Mulliken analysis, the atomic charges in e are: 0.576 -0.512 -1.773 0.653 1.876 -0.337 -0.859 -0.820 1.642 0.409 -0.819 -2.372 0.199 -0.392 -0.680 0.388 0.390 -2.271 0.536 -1.149 -2.255 0.504 1.487 0.815 -2.639 0.438 -0.662 0.520 -0.393 -0.699 -0.569 1.216 0.538 0.253 0.144 -2.179 0.319 -0.784 0.414 -0.852 0.465 -0.538 0.373 1.762 0.526 1.330 -2.581 0.391 0.445 -0.642 -2.904 1.856 0.753 0.374 0.939 -0.668 2.341 0.273 -0.708 0.262 -0.174 0.039 -0.166 0.559 -0.174 0.564 0.539 1.036 0.418 0.492 -0.586 -1.042 -0.753 0.610 0.548 0.987 0.400 -0.242 0.476 0.746 -0.575 0.465 0.408 1.646 -1.262 0.591 0.461 -0.416 -0.947

---

*2*
Density functional theory data (wB97M-V/def2-TZVPD) for a structure of composition C36H35InN5O9S2Se.

Calculated values
HOMO   -5.5 eV
Frontier orbital gap   0.241 hartree

ORCA input file:
```
! RIJCOSX wB97M-V def2-TZVPD def2/J DEFGRID3
* xyz -1 1
H 3.720 -2.023 0.348
C -2.841 5.038 0.604
H -2.623 -3.684 0.265
C 2.085 -3.325 0.884
H -0.160 -4.848 -2.144
C -2.134 -4.109 1.140
H -2.491 6.360 2.233
C 0.787 1.547 -3.862
H -0.353 -1.615 -4.001
C -2.016 1.265 -0.903
H -3.356 1.705 -2.533
N -0.600 -0.899 -6.229
H 2.594 5.583 6.804
In 0.381 -0.120 1.134
C 3.510 5.227 4.896
H -1.581 -5.042 -1.143
C 3.462 4.518 3.703
N -1.422 1.642 0.201
C -0.639 -3.907 1.061
H 4.056 -3.741 0.125
O 0.713 1.012 4.354
H 4.308 5.939 5.062
H -2.402 -5.169 1.198
H 2.656 -4.636 -1.687
S -1.404 -2.766 -7.970
H 4.053 -3.051 1.741
H 1.609 2.416 -2.077
N -1.235 -0.051 -8.333
C 1.471 3.441 4.456
O -0.107 -3.062 -8.564
C 2.433 3.622 3.473
C -0.850 1.151 -7.940
H 0.169 -4.368 4.258
H -0.972 1.953 -8.662
C -0.785 -4.350 -1.408
C 0.004 -3.945 -0.183
C 1.169 1.533 -2.531
C 2.099 -3.699 -1.594
C -2.568 3.768 0.052
H -0.065 2.409 -6.376
H 2.813 -2.880 -1.674
H -3.801 4.018 -1.698
C -1.087 -1.041 -7.454
C 0.224 0.400 -4.415
C -1.405 4.522 2.463
N 1.031 0.476 -1.737
N -0.204 2.388 2.562
C 1.368 -3.653 -0.272
H -1.792 0.264 -1.254
H 2.794 -2.022 3.198
H 0.737 3.964 6.391
S 0.049 2.445 4.071
H 0.414 -1.477 -1.600
O -2.514 -2.707 -8.899
H -1.417 -4.499 3.517
C 1.512 4.133 5.656
C -1.090 3.280 1.950
H -0.829 -2.923 4.033
C -3.153 3.337 -1.159
C -2.896 2.083 -1.631
H 1.564 -2.748 4.210
C 3.561 -3.019 0.773
O -2.849 1.070 3.178
O -1.683 -3.465 -6.729
C -2.273 5.396 1.792
H 4.220 4.673 2.946
C -0.341 1.408 -6.674
O -0.103 -0.090 3.830
H -3.512 5.707 0.080
C 0.087 -0.716 -3.589
C 0.099 -3.676 2.227
H -2.539 -3.597 2.008
C -0.531 -3.873 3.586
O -0.962 2.707 5.042
H 2.930 -3.726 3.659
H 2.346 3.066 2.548
H -1.248 -3.485 -1.894
C 0.504 -0.627 -2.275
C -1.692 2.869 0.717
C 2.227 -2.938 3.371
H 1.426 -3.625 -2.444
C -0.244 0.315 -5.821
O -1.771 -1.156 2.246
H -0.975 4.812 3.412
O -2.537 -1.012 4.820
C 1.449 -3.320 2.131
C 2.546 5.030 5.875
H 0.926 2.443 -4.453
Se -2.059 -0.247 3.525
*
```

Taken from the Mulliken analysis, the atomic charges in e are: 0.259 -0.862 0.477 0.480 0.478 -2.784 0.386 -0.515 0.803 -0.453 0.485 -0.249 0.399 0.628 -0.353 0.506 -0.662 0.550 1.542 0.413 -0.249 0.390 0.421 0.432 1.164 0.495 0.403 -0.507 -0.093 -0.687 -0.539 -0.341 0.520 0.408 -2.447 1.318 -0.810 -2.449 1.245 0.325 0.482 0.407 0.066 0.894 -0.374 -0.089 0.410 1.822 0.702 0.418 0.476 1.597 0.293 -0.696 0.450 -0.283 0.029 0.428 -0.743 -1.109 0.401 -2.120 -0.542 -0.644 -1.093 0.412 -0.668 -0.430 0.389 -0.541 0.858 0.450 -2.586 -0.736 0.417 0.487 0.323 -0.331 -0.429 -2.399 0.439 0.260 -0.419 0.467 -0.656 1.234 -0.675 0.339 1.086

---

Preferred: *1*; penalty for the next structure: 106.8 kcal/mol.

---

*1*
Density functional theory data (wB97M-V/def2-TZVPD) for a cluster of 2 separate species, C7H14N2O2 in total.

Calculated values
HOMO   -9.6 eV
Frontier orbital gap   0.355 hartree

ORCA input file:
```
! RIJCOSX wB97M-V def2-TZVPD def2/J DEFGRID3
* xyz 0 1
C 0.183 0.547 -1.736
H 1.903 2.162 -0.605
H 1.738 -0.979 0.859
C -2.857 -1.629 0.275
H -2.505 -1.885 1.316
H 0.264 -0.438 -2.300
H 2.703 -0.033 -0.145
H -2.760 -2.418 -0.413
H 1.658 1.717 1.118
C -0.356 -0.212 1.956
H 0.569 0.199 2.484
O -2.396 1.753 -0.014
H 0.146 2.416 0.178
C -0.362 -0.050 0.673
N -3.009 0.710 -0.107
H 0.719 1.270 -2.158
H -0.882 0.825 -1.562
C 0.693 0.451 -0.301
H -1.193 -0.345 2.640
N -2.263 -0.389 -0.095
H -3.901 -1.379 0.227
O -4.217 0.655 -0.276
C 1.831 -0.593 -0.151
H 1.671 -1.378 -0.907
C 1.107 1.862 0.127
*
```

Taken from the Mulliken analysis, the atomic charges in e are: -1.519 0.450 0.424 -0.869 0.250 0.346 0.451 0.268 0.373 -0.725 0.218 -0.591 0.317 -0.083 1.084 0.479 0.328 1.681 0.338 -0.278 0.389 -0.715 -1.569 0.325 -1.372

---

*2*
Density functional theory data (wB97M-V/def2-TZVPD) for an isolated molecule of C7H14N2O2.

Calculated values
SMILES   CCCN(C)C(=O)/C=[N+](/C)[O-]
HOMO   -8.8 eV
Frontier orbital gap   0.349 hartree

ORCA input file:
```
! RIJCOSX wB97M-V def2-TZVPD def2/J DEFGRID3
* xyz 0 1
O -1.446 0.242 -1.296
H -3.448 -0.860 -2.193
H 1.530 2.100 1.010
O -0.404 -2.030 1.455
H 1.221 2.007 2.683
H -2.672 -2.488 -2.046
C 1.511 0.121 1.729
H 2.544 -0.885 -1.159
C 0.912 1.526 1.780
H 2.037 0.800 -0.734
H -0.986 -2.907 -0.920
N -1.557 -0.970 -1.427
H -0.812 0.469 1.803
C -2.601 -1.500 -2.392
H 1.197 -0.542 2.493
H 0.876 -0.384 -1.641
H 2.554 0.100 1.723
C -0.019 -1.396 0.467
N 1.015 -0.559 0.406
C -0.754 -1.847 -0.870
H -2.393 -1.354 -3.471
C -0.558 1.492 1.596
H -0.849 1.765 0.537
C 1.707 -0.223 -0.861
H -1.141 2.114 2.312
*
```

Taken from the Mulliken analysis, the atomic charges in e are: -0.612 0.284 0.256 -0.638 0.379 0.342 -1.125 0.229 -0.262 0.301 0.246 0.493 0.169 -0.779 0.404 0.301 0.426 0.810 0.180 -0.698 0.257 -0.633 0.094 -0.795 0.372

---

Preferred: *2*; penalty for the next structure: 93.4 kcal/mol.